1.
DFT (wB97M-V/def2-TZVPD) results for a single C4H9NO molecule.

Computed properties:
SMILES	CC(C)NC=O
Kohn-Sham gap	10.68	eV
DFT total energy	-287.81168	Eh

Each line ends with the natural charge from an NBO analysis.
CARTESIAN COORDINATES (ANGSTROEM)
1 C 0.22 1.43 -0.85  -0.61
2 C 0.33 0.15 -0.04  -0.05
3 C 0.83 -1.01 -0.88  -0.61
4 N -0.98 -0.13 0.57  -0.64
5 C -1.02 -0.70 1.81  0.54
6 O -1.92 -0.57 2.61  -0.59
7 H -0.54 1.34 -1.62  0.21
8 H 1.18 1.65 -1.32  0.22
9 H -0.06 2.27 -0.23  0.22
10 H 1.01 0.34 0.78  0.19
11 H 0.72 -1.96 -0.38  0.21
12 H 0.28 -1.08 -1.81  0.21
13 H 1.89 -0.86 -1.05  0.21
14 H -1.78 0.46 0.42  0.40
15 H -0.15 -1.35 1.99  0.10

2.
DFT (wB97M-V/def2-TZVPD) results for a molecular structure, C22H45N2P3PtSSe at a distorted geometry.

Computed properties:
multiplicity	5
expectation value of S²	6.034
Kohn-Sham gap (spin up / spin down)	8.51 / 4.66	eV
DFT total energy	-4916.21401	Eh
net charge	+4

Each line ends with the Löwdin charge.
CARTESIAN COORDINATES (ANGSTROEM)
1 Pt -0.17 0.45 0.31  0.44
2 P -0.24 -1.11 2.07  0.66
3 P 1.62 -0.82 -0.71  0.69
4 P -2.34 1.04 0.58  0.61
5 H -3.03 1.30 -4.94  0.08
6 C -2.99 1.82 -3.96  -0.13
7 C -2.02 2.71 -3.64  -0.12
8 H -1.09 2.81 -4.24  0.05
9 C -1.29 -2.56 1.73  -0.20
10 C 1.25 -1.86 2.83  -0.21
11 C -0.98 -0.27 3.51  -0.23
12 C 2.48 -0.43 -2.29  -0.22
13 C 3.10 -0.83 0.39  -0.28
14 C 1.33 -2.65 -0.92  -0.22
15 C -3.04 1.89 -0.86  -0.27
16 C -2.58 2.38 1.78  -0.23
17 C -3.63 -0.23 0.85  -0.21
18 H -3.93 1.83 -3.44  0.06
19 H -2.34 3.55 -3.00  0.08
20 H -1.26 -3.25 2.59  0.09
21 H -0.94 -3.12 0.85  0.05
22 H -2.33 -2.30 1.54  0.03
23 H 0.91 -2.36 3.74  0.08
24 H 2.00 -1.11 3.10  0.05
25 H 1.70 -2.61 2.17  0.05
26 H -0.81 -0.89 4.40  0.08
27 H -2.06 -0.12 3.39  0.05
28 H -0.49 0.70 3.67  0.02
29 H 3.48 -0.05 -2.13  0.06
30 H 1.93 0.30 -2.86  0.01
31 H 2.56 -1.32 -2.91  0.06
32 H 3.29 -1.81 0.87  0.07
33 H 2.98 -0.08 1.18  -0.05
34 H 4.01 -0.56 -0.17  0.08
35 H 2.21 -3.11 -1.38  0.08
36 H 0.47 -2.79 -1.57  0.04
37 H 1.14 -3.15 0.03  0.03
38 H -4.05 2.24 -0.61  0.09
39 H -3.08 1.15 -1.65  0.02
40 H -2.42 2.73 -1.17  0.04
41 H -3.52 2.89 1.54  0.08
42 H -1.76 3.09 1.65  0.03
43 H -2.61 2.02 2.80  0.04
44 H -4.61 0.23 0.66  0.09
45 H -3.61 -0.64 1.86  0.05
46 H -3.49 -1.04 0.11  0.06
47 C -0.27 -1.45 -4.46  -0.53
48 C -1.25 -2.37 -3.98  -0.05
49 C -1.28 -3.61 -4.63  0.00
50 C -0.26 -3.95 -5.51  0.05
51 C 0.74 -3.02 -5.90  0.02
52 C 0.73 -1.75 -5.37  -0.10
53 S -0.51 0.31 -4.34  1.06
54 H -1.74 -0.06 -4.07  -0.09
55 H -2.01 -2.05 -3.27  0.12
56 H -1.99 -4.38 -4.34  0.14
57 H -0.26 -4.93 -5.98  0.15
58 H 1.54 -3.27 -6.58  0.14
59 H 1.41 -0.94 -5.65  0.13
60 C 4.33 1.36 2.58  0.01
61 N 3.15 1.83 3.32  -0.09
62 C 3.12 2.00 4.70  0.05
63 C 1.93 2.56 5.00  0.04
64 N 1.23 2.73 3.81  -0.10
65 C -0.03 3.43 3.70  0.00
66 C 1.93 2.16 2.78  -0.49
67 Se 1.42 2.18 0.89  0.89
68 H 4.41 0.26 2.61  0.10
69 H 5.25 1.76 3.03  0.13
70 H 4.30 1.68 1.53  0.09
71 H 3.95 1.72 5.34  0.16
72 H 1.53 2.87 5.95  0.16
73 H -0.88 2.78 3.93  0.08
74 H -0.06 4.25 4.41  0.13
75 H -0.16 3.84 2.71  0.07

3.
DFT (wB97M-V/def2-TZVPD) results for 7 unconnected molecules or ions with the total composition H14O7 at a distorted geometry.

Computed properties:
SMILES	O.O.O.O.O.O.O
Kohn-Sham gap	10.89	eV
DFT total energy	-535.06351	Eh

Each line ends with the natural charge from an NBO analysis.
CARTESIAN COORDINATES (ANGSTROEM)
1 O -0.94 1.84 -1.03  -1.01
2 H -1.06 2.70 -1.64  0.51
3 H -1.67 1.19 -1.23  0.53
4 O -0.22 1.30 1.62  -1.00
5 H -0.54 1.61 0.64  0.51
6 H -0.72 0.45 1.75  0.50
7 O 2.22 0.04 1.13  -1.05
8 H 1.22 0.47 1.14  0.52
9 H 2.66 0.60 1.91  0.50
10 O 1.58 0.30 -1.43  -0.99
11 H 2.25 0.46 -0.74  0.49
12 H 0.85 1.00 -1.09  0.49
13 O 1.52 -2.14 -0.28  -0.99
14 H 1.48 -1.55 -1.03  0.49
15 H 1.94 -1.43 0.32  0.50
16 O -0.96 -1.38 0.89  -1.02
17 H -0.19 -1.69 0.32  0.52
18 H -1.33 -2.26 1.14  0.48
19 O -3.01 -0.09 -0.97  -1.00
20 H -2.50 -0.50 -0.22  0.51
21 H -3.98 0.01 -0.73  0.49

4.
DFT (wB97M-V/def2-TZVPD) results for a molecular structure, C2H5N3O2 at a distorted geometry.

Computed properties:
Kohn-Sham gap (spin up / spin down)	8.73 / 8.73	eV
DFT total energy	-393.80700	Eh

Each line ends with the natural charge from an NBO analysis.
CARTESIAN COORDINATES (ANGSTROEM)
1 C -1.72 0.23 -0.02  0.70
2 C 0.30 0.03 -0.05  0.49
3 N 0.72 1.29 -0.08  -0.84
4 N 2.15 -0.92 0.00  -0.83
5 O -2.53 -0.80 0.24  -0.68
6 N 0.25 -1.18 0.08  -0.27
7 O -2.10 1.36 -0.19  -0.65
8 H -3.45 -0.48 0.17  0.49
9 H 1.71 1.42 -0.25  0.44
10 H 0.01 2.00 -0.23  0.45
11 H 2.34 -1.23 0.96  0.35
12 H 2.34 -1.70 -0.62  0.36

5.
DFT (wB97M-V/def2-TZVPD) results for a single C15H13NO molecule at a distorted geometry.

Computed properties:
SMILES	COc1ccc([C@H](C#N)c2ccccc2)cc1
Kohn-Sham gap	9.37	eV
DFT total energy	-709.30373	Eh

Each line ends with the natural charge from an NBO analysis.
CARTESIAN COORDINATES (ANGSTROEM)
1 C -3.90 -6.50 0.56  -0.26
2 O -4.06 -5.23 -0.11  -0.50
3 C -3.97 -4.09 0.64  0.29
4 C -4.10 -2.90 -0.14  -0.25
5 C -3.88 -1.65 0.50  -0.18
6 C -3.33 -1.57 1.79  -0.04
7 C -2.68 -0.24 2.29  -0.35
8 C -1.28 0.01 2.00  0.28
9 N -0.11 -0.06 2.05  -0.29
10 C -3.17 0.18 3.76  0.01
11 C -3.30 1.57 3.90  -0.21
12 C -3.19 2.17 5.17  -0.20
13 C -3.13 1.37 6.31  -0.22
14 C -3.23 -0.01 6.19  -0.20
15 C -3.43 -0.61 4.91  -0.21
16 C -3.30 -2.73 2.56  -0.21
17 C -3.59 -4.01 2.00  -0.25
18 H -4.04 -7.22 -0.24  0.20
19 H -2.91 -6.63 0.99  0.18
20 H -4.66 -6.67 1.33  0.18
21 H -4.37 -3.00 -1.19  0.23
22 H -4.06 -0.76 -0.12  0.21
23 H -3.06 0.51 1.63  0.25
24 H -3.36 2.24 3.03  0.21
25 H -3.13 3.25 5.26  0.22
26 H -2.87 1.81 7.27  0.22
27 H -3.14 -0.64 7.07  0.22
28 H -3.68 -1.68 4.88  0.22
29 H -2.92 -2.74 3.56  0.21
30 H -3.49 -4.95 2.56  0.21

6.
DFT (wB97M-V/def2-TZVPD) results for 2 unconnected molecules or ions with the total composition C4H11NOS at a distorted geometry.

Computed properties:
SMILES	CC(N)=O.CSC
Kohn-Sham gap	9.52	eV
DFT total energy	-687.19002	Eh

Each line ends with the natural charge from an NBO analysis.
CARTESIAN COORDINATES (ANGSTROEM)
1 C 0.90 -0.57 -3.56  -0.73
2 C 0.24 -0.92 -2.25  0.68
3 N -0.22 0.19 -1.56  -0.84
4 O 0.04 -2.01 -1.79  -0.62
5 H 0.71 0.43 -3.93  0.22
6 H 0.71 -1.42 -4.22  0.25
7 H 1.97 -0.70 -3.36  0.24
8 H -0.65 -0.04 -0.66  0.40
9 H 0.19 1.09 -1.69  0.39
10 C 0.31 -0.80 2.51  -0.73
11 S 0.24 0.89 1.78  0.16
12 C -1.20 1.64 2.53  -0.76
13 H 0.18 -0.72 3.59  0.22
14 H -0.33 -1.55 2.07  0.22
15 H 1.36 -1.04 2.34  0.23
16 H -2.14 1.33 2.07  0.22
17 H -1.04 2.72 2.52  0.23
18 H -1.26 1.47 3.61  0.22